Run A
C4H3FO2 | the ωB97M-V functional and the def2-TZVPD basis

Structure (ORCA input):
```
! RIJCOSX wB97M-V def2-TZVPD def2/J DEFGRID3
* xyz 0 3
C 1.648 -1.434 -0.756
C 0.591 -0.738 -0.043
C 0.168 0.651 -0.273
C -1.164 0.834 0.459
O 2.603 -1.891 -1.243
O 0.934 1.426 -0.841
F -0.293 -1.488 0.616
H -1.013 0.453 1.381
H -1.497 1.926 0.524
H -1.976 0.263 0.177
*
```

Summary:
- Gap between HOMO and LUMO (spin up / spin down): 7.291 / 8.324 eV
- LUMO energy (spin up / spin down): 0.013 / -0.093 hartree


Run B
C4H3FO2 | the ωB97M-V functional and the def2-TZVPD basis

Structure (ORCA input):
```
! RIJCOSX wB97M-V def2-TZVPD def2/J DEFGRID3
* xyz 0 3
C -3.480 -0.063 0.236
C -2.633 0.596 -0.389
C -1.028 -0.937 -0.631
C 0.243 -0.207 -0.733
O -4.152 -0.888 0.723
O -1.347 -2.031 -0.539
F -2.100 1.840 -0.610
H 0.885 -0.708 0.008
H 0.717 -0.559 -1.753
H 0.031 0.940 -0.648
*
```

Summary:
- Gap between HOMO and LUMO (spin up / spin down): 7.092 / 7.367 eV
- LUMO energy (spin up / spin down): 0.029 / -0.081 hartree


Verdict on stability: run A comes out on top.


Run A
C8H19NO | the ωB97M-V functional and the def2-TZVPD basis

Structure (ORCA input):
```
! RIJCOSX wB97M-V def2-TZVPD def2/J DEFGRID3
* xyz 0 1
C -0.472 2.039 -0.702
C -0.782 0.505 -0.085
N -1.823 -0.403 -0.896
C -2.331 0.493 -1.952
C -2.800 -0.821 0.180
C -2.475 -2.019 1.089
O -3.658 -0.046 0.492
H 0.235 1.854 -1.487
H 0.164 2.252 0.275
H -1.520 2.264 -0.702
H -0.142 -0.311 0.070
H -1.096 0.780 0.987
H -1.479 0.862 -2.747
H -2.922 0.065 -2.775
H -2.885 1.160 -1.425
H -3.452 -2.056 1.569
H -2.367 -2.820 0.543
H -1.509 -1.823 1.759
C 2.912 0.875 1.299
C 3.354 -0.453 0.681
C 2.396 -1.091 -0.363
H 2.468 1.012 2.307
H 2.095 1.171 0.698
H 3.781 1.569 1.220
H 4.423 -0.310 0.353
H 3.411 -1.275 1.412
H 1.403 -1.079 0.052
H 2.293 -0.415 -1.154
H 2.780 -1.977 -0.696
*
```

Summary:
- SMILES: CCN(C)C(C)=O.CCC
- Gap between HOMO and LUMO: 9.671 eV
- LUMO energy: 0.030 hartree


Run B
C8H19NO | the ωB97M-V functional and the def2-TZVPD basis

Structure (ORCA input):
```
! RIJCOSX wB97M-V def2-TZVPD def2/J DEFGRID3
* xyz 0 1
C 0.427 -0.020 1.954
C -0.958 -0.461 2.360
C 0.702 1.466 2.029
C 0.992 -1.008 0.398
N 2.219 -0.487 -0.009
O 0.842 -2.211 0.552
H 1.172 -0.558 2.539
H 2.188 0.407 -0.474
H 2.796 -1.170 -0.478
H -1.138 -0.284 3.425
H 0.586 1.826 3.057
H -1.079 -1.531 2.183
H -1.723 0.069 1.790
H 0.008 2.029 1.403
H 1.725 1.703 1.733
C -0.429 -0.053 -1.316
C 0.217 -0.893 -2.398
C -1.848 -0.506 -1.041
C -0.319 1.429 -1.623
H 0.044 -0.051 0.134
H 1.236 -0.569 -2.618
H -2.435 -0.522 -1.967
H -0.820 2.052 -0.882
H 0.719 1.754 -1.726
H 0.215 -1.949 -2.123
H -0.338 -0.792 -3.337
H -1.831 -1.506 -0.603
H -2.377 0.178 -0.377
H -0.795 1.657 -2.584
*
```

Summary:
- Gap between HOMO and LUMO: 8.550 eV
- LUMO energy: 0.029 hartree


Verdict on stability: run B comes out on top.


Run A
C8H19NO | the ωB97M-V functional and the def2-TZVPD basis

Structure (ORCA input):
```
! RIJCOSX wB97M-V def2-TZVPD def2/J DEFGRID3
* xyz 0 1
C 1.543 -0.353 0.035
C 2.040 -1.474 0.924
C 1.932 1.026 0.525
C -0.971 -0.795 1.505
C -0.493 -0.909 0.082
N 1.793 -0.511 -1.372
O -0.601 -1.917 -0.607
H 2.776 -0.408 -1.605
H 1.465 -1.420 -1.687
H 1.796 -1.309 1.975
H 3.133 -1.538 0.843
H 1.621 -2.431 0.608
H 3.026 1.121 0.542
H 1.547 1.809 -0.128
H 1.579 1.201 1.543
H -0.633 0.116 1.994
H -2.063 -0.823 1.518
H -0.611 -1.662 2.059
C -1.233 0.773 -0.903
C -2.401 0.096 -1.572
C -1.594 1.891 0.049
H -0.489 1.080 -1.642
H 0.054 0.079 -0.316
H -3.150 -0.222 -0.841
H -0.726 2.298 0.571
H -2.887 0.786 -2.270
H -2.078 -0.786 -2.125
H -2.318 1.562 0.798
H -2.057 2.718 -0.502
*
```

Summary:
- Gap between HOMO and LUMO: 8.205 eV
- LUMO energy: 0.031 hartree


Run B
C8H19NO | the ωB97M-V functional and the def2-TZVPD basis

Structure (ORCA input):
```
! RIJCOSX wB97M-V def2-TZVPD def2/J DEFGRID3
* xyz 0 1
C -0.292 -0.049 0.612
C 1.656 -0.035 -0.783
C -3.308 0.464 -0.192
C -0.636 -1.807 -1.012
C -0.320 1.412 0.948
C -0.041 -0.977 1.769
C 1.671 1.253 -1.546
C 2.642 -0.154 0.342
N -0.480 -0.411 -0.646
O -2.487 -0.382 0.520
H 1.650 -0.914 -1.418
H -4.342 0.417 0.201
H -3.017 1.532 -0.125
H -3.362 0.221 -1.270
H -0.314 -1.928 -2.048
H -1.702 -2.020 -0.944
H -0.102 -2.524 -0.383
H 0.604 1.742 1.427
H -0.535 2.012 0.069
H -1.129 1.549 1.668
H 0.607 -0.519 2.515
H -1.019 -1.156 2.220
H 0.376 -1.941 1.485
H 0.835 1.316 -2.240
H 1.658 2.120 -0.885
H 2.556 0.664 1.060
H 3.658 -0.092 -0.075
H 2.577 -1.108 0.862
H 2.598 1.312 -2.133
*
```

Summary:
- Gap between HOMO and LUMO (spin up / spin down): 7.821 / 6.310 eV
- LUMO energy (spin up / spin down): 0.015 / -0.005 hartree


Verdict on stability: run A comes out on top.


Run A
C2H11N4 | the ωB97M-V functional and the def2-TZVPD basis

Structure (ORCA input):
```
! RIJCOSX wB97M-V def2-TZVPD def2/J DEFGRID3
* xyz 1 1
N -1.655 0.392 0.155
C -1.108 0.913 -0.966
N 0.029 0.446 -1.468
N -1.759 1.899 -1.603
H -1.086 -0.237 0.662
H -2.429 0.919 0.499
H 0.331 0.748 -2.378
H 0.560 -0.233 -0.873
H -1.611 1.982 -2.590
H -2.690 2.199 -1.283
C 1.442 -1.133 0.896
N 1.907 -1.864 2.102
H 1.325 -0.035 1.038
H 0.469 -1.594 0.554
H 2.163 -1.244 0.065
H 2.850 -1.523 2.343
H 1.262 -1.634 2.848
*
```

Summary:
- Gap between HOMO and LUMO: 9.631 eV
- LUMO energy: -0.120 hartree


Run B
C2H11N4 | the ωB97M-V functional and the def2-TZVPD basis

Structure (ORCA input):
```
! RIJCOSX wB97M-V def2-TZVPD def2/J DEFGRID3
* xyz 1 1
C -0.073 1.779 0.477
C -0.135 0.370 -0.084
N -1.358 -0.075 -0.654
N 0.742 0.016 -1.207
N 0.319 -0.529 0.929
N 0.735 -1.792 0.430
H 0.837 2.068 1.047
H -0.704 1.641 1.341
H -0.395 2.548 -0.210
H -2.092 0.571 -0.887
H -1.850 -0.779 -0.180
H 0.842 -0.991 -0.761
H 0.229 -0.043 -2.116
H 1.634 0.549 -1.214
H -0.001 -0.519 1.966
H -0.080 -2.496 0.145
H 1.350 -2.316 0.979
*
```

Summary:
- SMILES: C[C@@](N)([NH3+])NN
- Gap between HOMO and LUMO: 10.938 eV
- LUMO energy: -0.108 hartree


Verdict on stability: run A comes out on top.


Run A
C7H10O2 | the ωB97M-V functional and the def2-TZVPD basis

Structure (ORCA input):
```
! RIJCOSX wB97M-V def2-TZVPD def2/J DEFGRID3
* xyz 0 1
C -2.327 -0.893 -0.033
C -1.979 0.289 0.421
C -1.340 1.285 0.958
C -1.205 2.581 1.645
O -0.338 2.181 0.562
H -2.310 -1.823 0.556
H -2.682 -1.104 -1.046
H -1.908 3.336 1.585
H -0.548 2.543 2.526
C 2.054 -1.510 -0.011
C 1.655 -0.266 -0.783
C 0.494 -0.655 -1.610
O -0.019 -1.713 -1.951
H 3.092 -1.333 0.496
H 1.979 -2.331 -0.615
H 1.340 -1.574 0.838
H 2.495 -0.063 -1.502
H 1.612 0.782 -0.263
H -0.065 0.269 -1.774
*
```

Summary:
- SMILES: C=C=C1CO1.CCC=O
- Gap between HOMO and LUMO: 9.632 eV
- LUMO energy: 0.027 hartree


Run B
C7H10O2 | the ωB97M-V functional and the def2-TZVPD basis

Structure (ORCA input):
```
! RIJCOSX wB97M-V def2-TZVPD def2/J DEFGRID3
* xyz 0 1
C 1.450 0.166 0.667
C -2.613 0.015 -0.758
C 2.874 -0.186 0.505
C -1.590 1.137 -0.859
C -0.409 -1.030 1.008
C -0.177 0.851 -0.708
C 0.404 -0.393 -0.177
O -1.955 2.262 -1.194
O -0.596 -2.213 1.097
H 1.166 0.855 1.455
H -0.818 -0.299 1.724
H 0.471 1.656 -1.037
H 0.698 -1.204 -0.844
H -2.208 -0.965 -1.010
H -3.006 -0.043 0.261
H -3.440 0.247 -1.426
H 2.981 -1.262 0.324
H 3.288 0.302 -0.392
H 3.481 0.104 1.364
*
```

Summary:
- Gap between HOMO and LUMO (spin up / spin down): 8.658 / 7.063 eV
- LUMO energy (spin up / spin down): -0.017 / -0.044 hartree


Verdict on stability: run B comes out on top.


Run A
C7H10O2 | the ωB97M-V functional and the def2-TZVPD basis

Structure (ORCA input):
```
! RIJCOSX wB97M-V def2-TZVPD def2/J DEFGRID3
* xyz 0 1
C -2.264 0.396 -0.170
C -3.400 -0.273 -0.136
C 2.679 2.014 0.204
C 2.427 0.965 -0.541
C -0.939 -0.207 -0.592
C 0.046 -0.467 0.591
C 1.393 -1.024 0.196
O 1.479 -2.373 0.032
O 2.383 -0.323 -0.220
H -4.324 0.187 0.170
H -3.459 -1.310 -0.429
H 2.747 2.990 -0.243
H 2.862 1.968 1.277
H -2.224 1.434 0.133
H -1.118 -1.155 -1.101
H -0.452 0.479 -1.290
H 0.214 0.478 1.113
H -0.417 -1.177 1.276
H 2.367 -2.605 -0.272
*
```

Summary:
- Gap between HOMO and LUMO (spin up / spin down): 7.139 / 8.002 eV
- LUMO energy (spin up / spin down): 0.011 / 0.021 hartree


Run B
C7H10O2 | the ωB97M-V functional and the def2-TZVPD basis

Structure (ORCA input):
```
! RIJCOSX wB97M-V def2-TZVPD def2/J DEFGRID3
* xyz 0 1
C -1.806 -0.152 0.643
C -0.541 0.074 -0.233
C 0.548 1.745 -0.434
C 0.667 0.555 0.519
C 1.858 -0.446 0.388
C 1.241 -1.455 -0.555
C -0.087 -1.254 -0.759
H -3.130 0.141 -0.851
H -2.064 0.726 1.188
H -1.634 -0.946 1.497
H 1.415 1.721 -1.179
H 0.666 2.813 0.080
H 0.776 1.004 1.524
H 1.853 -1.130 1.432
H 2.844 0.108 0.252
H 1.782 -2.284 -0.958
H -0.633 -1.932 -1.554
O -3.037 -0.524 -0.083
O -0.717 1.234 -0.916
*
```

Summary:
- Gap between HOMO and LUMO: 10.175 eV
- LUMO energy: 0.031 hartree


Verdict on stability: run B comes out on top.